60
Properties=species:S:1:pos:R:3 method="wB97M-V/def2-TZVPD" max_force_ha_per_bohr=0.2384 energy_ha=-1437.71647 orbital_gap_ha=0.33049 charge=+1 multiplicity=1 lumo_ev=-2.48 e_homo_ev=-11.5
C -3.87764 -0.46253 -3.29489
C -3.03259 0.84625 -3.90537
O -1.74452 0.30420 -4.35139
P -0.53423 1.59441 -4.51675
O -0.95611 2.30072 -5.90956
C 1.23402 0.96023 -4.81456
C 1.79508 -0.19295 -3.82208
C 0.78381 -1.40989 -3.43729
C -0.01083 -1.05628 -2.00842
N -0.77738 -0.78660 -0.97940
C 1.54665 -2.86181 -3.12857
C 0.33484 -3.93959 -2.72720
N -0.65089 -4.67229 -2.32422
O -0.70183 2.85484 -3.32950
C 0.04759 2.61434 -2.10185
C -0.89966 2.54499 -0.72490
H -3.09979 -1.02706 -2.58998
H -4.05579 -1.17838 -4.20738
H -4.84504 -0.14912 -2.71712
H -2.98073 1.62040 -3.03044
H -3.71481 1.26146 -4.77618
H 1.33024 0.66796 -5.96878
H 1.95529 1.90299 -4.69150
H 2.75738 -0.67033 -4.34357
H 2.20778 0.26339 -2.80320
H -0.02231 -1.66993 -4.27186
H 2.15332 -3.19839 -4.07045
H 2.18415 -2.68046 -2.16472
H 0.69982 1.64946 -2.06848
H 0.79061 3.53584 -1.95314
H -1.85418 1.90482 -0.96330
H -1.22241 3.66233 -0.51515
H -0.28131 2.10539 0.19311
C -1.01510 -0.87440 6.00629
C -0.92787 0.51086 5.38002
C -0.41338 0.59298 3.93653
N 1.02054 0.06847 3.69397
C 1.96471 0.48617 4.81430
C 1.04013 -1.45104 3.46338
C 0.74519 -1.61030 1.98712
C 1.53762 -0.49924 1.34296
C 1.56503 0.64009 2.35007
H -0.03472 -1.34061 6.12553
H -1.45041 -0.79935 7.00758
H -1.65337 -1.53342 5.41066
H -0.33570 1.16388 6.03138
H -1.94003 0.93618 5.38734
H -0.40810 1.65176 3.65386
H -1.08463 0.06685 3.25283
H 1.66903 -0.00215 5.74158
H 1.91853 1.57278 4.90859
H 2.97930 0.16976 4.55301
H 2.04300 -1.81383 3.71042
H 0.29904 -1.94728 4.08584
H -0.32427 -1.48459 1.78327
H 1.03760 -2.59635 1.61404
H 1.10259 -0.18572 0.38941
H 2.56069 -0.83489 1.13567
H 0.95116 1.49050 2.04457
H 2.59488 0.98446 2.50785